(1)
Here is one molecule with the formula C4H5NOS in a non-equilibrium geometry from OMol25. Energies are from ωB97M-V/def2-TZVPD.

Each line ends with the Löwdin charge.
Geometry (Å):
O (-1.423, -1.379, -0.680)  -0.0766
H (1.117, -2.444, -0.563)  0.1125
H (-1.983, 1.241, 1.035)  0.0871
H (2.817, -1.035, 0.153)  0.0461
H (-0.837, 2.374, 0.312)  0.0291
N (-0.325, -0.876, -0.333)  -0.2836
H (-1.887, 1.484, -0.646)  0.0869
S (1.339, 0.932, 0.457)  1.0763
C (-0.264, 0.409, 0.185)  -0.5069
C (0.888, -1.485, -0.285)  -0.1258
C (1.855, -0.689, 0.116)  -0.3720
C (-1.296, 1.469, 0.248)  -0.0731

Atoms 1-3, force components in eV/Å:
O -0.760 -0.853 -0.554
H -0.425 -2.310 -0.773
H -0.458 0.269 0.740

Calculated values
* relative energy (zero: lowest compared OMol25 entry of this formula, charge and spin): 276.3 kJ/mol
* HOMO (spin up / spin down): -8.03 / -8.03 eV
* total energy: -683.5027 Ha
* frontier orbital gap (spin up / spin down): 0.317 / 0.317 Eh
* strongest force on any atom: 3.993 eV/Å
* 2S+1: 1

(2)
Here is one molecule with the formula C4H5NOS in a non-equilibrium geometry from OMol25. Energies are from ωB97M-V/def2-TZVPD.

Each line ends with the Löwdin charge.
Geometry (Å):
H (2.220, 2.027, 0.050)  0.1028
S (2.480, -0.740, -0.007)  0.7301
C (1.185, 1.673, -0.107)  -0.2672
H (-0.314, -1.942, 0.863)  0.1118
C (1.139, 0.172, -0.203)  -0.7749
O (0.235, 2.422, -0.053)  0.0703
H (-2.186, 0.179, -0.487)  0.1132
H (-1.162, -2.186, -0.765)  0.1124
H (-1.357, 0.356, 1.123)  0.1108
N (-0.111, -0.335, -0.547)  -0.1041
C (-0.763, -1.492, -0.031)  -0.1197
C (-1.367, -0.134, 0.164)  -0.0855

Atoms 1-3, force components in eV/Å:
H -0.048 0.103 -0.227
S -0.315 0.441 0.028
C 0.005 0.926 0.781

Calculated values
* relative energy (zero: lowest compared OMol25 entry of this formula, charge and spin): 202.9 kJ/mol
* HOMO: -9.21 eV
* total energy: -683.5306 Ha
* frontier orbital gap: 0.300 Eh
* strongest force on any atom: 2.066 eV/Å
* 2S+1: 1

What is the formula in the first record? C4H5NOS

Look up the relative energy (zero: lowest compared OMol25 entry of this formula, charge and spin) of the first one. 276.3 kJ/mol